No. 1
A cluster of 6 separate species, C31H70NO18S5 in total in a non-equilibrium geometry. Source: OMol25; level of theory: ωB97M-V with the def2-TZVPD basis set.

Results
Multiplicity: 2
LUMO energy (spin up / spin down), eV: 0.22 / 0.22
Highest occupied orbital energy (spin up / spin down), eV: -7.64 / -8.95
Energy, Ha: -4623.0691
Energy relative to the best compared isomer or geometry (same formula, charge and spin), kcal/mol: 0.0
Orbital gap (spin up / spin down), eV: 7.86 / 9.17

```
125
Properties=species:S:1:pos:R:3:lowdin_spin:R:1
S 4.062 3.313 -6.352 0.00
S -3.958 -0.738 2.756 0.00
S -2.230 -4.500 -0.301 0.00
S 1.998 -1.041 -2.466 0.00
S -5.034 -0.698 -3.846 0.00
O -4.305 -0.025 -5.085 0.00
O 3.479 1.189 5.989 0.01
O 2.022 -0.557 5.790 0.00
O -5.200 0.070 3.334 0.00
O -1.232 -5.412 -0.771 0.00
O 2.651 -0.426 -1.354 0.00
O -2.324 -4.206 1.098 0.00
O 3.786 3.264 -4.948 0.00
O -6.273 -1.268 -4.269 0.00
O -3.651 -4.983 -0.833 0.00
O 0.638 -1.473 -2.344 0.00
O 1.628 4.230 4.921 0.49
O 2.124 -0.111 -3.742 0.00
O -3.364 -1.489 3.814 0.00
O 3.525 2.308 -7.215 0.00
O -4.081 -1.500 -3.139 0.00
O -3.156 0.138 1.958 0.00
O 5.632 3.408 -6.557 0.00
N 1.814 3.142 4.286 0.39
C -4.046 -6.341 -0.550 0.00
C -0.665 -3.610 3.911 0.00
C 1.625 2.160 -2.911 0.00
C 2.488 4.506 2.287 0.02
C 3.652 4.900 -6.989 0.00
C 2.799 2.049 2.238 0.00
C 6.457 2.404 -5.923 0.00
C -4.220 2.198 4.118 0.00
C 0.630 -2.840 3.641 0.00
C 1.237 1.029 -3.839 0.00
C 2.243 0.721 2.788 0.00
C 0.012 2.037 5.511 0.00
C 1.882 -1.674 1.715 0.00
C 2.761 3.278 3.158 0.03
C 0.594 2.340 4.108 0.03
C 6.391 1.059 -6.619 0.00
C 0.521 -2.077 2.326 0.00
C 4.169 3.498 3.807 0.01
C -4.537 -1.671 -6.911 0.00
C -4.963 0.925 4.475 0.00
C -4.457 -6.547 0.895 0.00
C -0.480 3.152 3.355 0.02
C -5.355 0.778 -2.945 0.00
C -4.851 -1.825 1.702 0.00
C 2.991 -2.369 -3.051 0.00
C 0.835 0.998 3.372 0.00
C 2.946 0.333 5.273 0.00
C -3.604 -0.891 -6.007 0.00
C -2.131 -2.986 -1.181 0.00
C 3.247 0.127 3.812 0.00
C 2.107 -0.179 1.540 0.00
H -1.061 2.194 5.516 0.00
H -1.239 2.494 2.951 0.00
H -0.967 3.813 4.064 0.00
H -3.615 -6.416 1.572 0.00
H 6.617 1.165 -7.680 0.00
H 4.062 3.603 4.877 0.00
H 5.400 0.615 -6.536 0.00
H -5.446 -1.235 1.010 0.00
H -0.751 -4.486 3.281 0.00
H 3.394 -0.938 3.667 0.00
H 4.597 4.428 3.449 0.00
H 3.028 -0.058 0.967 0.00
H -5.226 -0.999 -7.423 0.00
H 1.438 -3.564 3.567 0.00
H 4.209 0.597 3.658 0.00
H 2.504 -2.824 -3.909 0.00
H 0.438 2.693 6.262 0.00
H 1.319 0.211 0.906 0.00
H 1.314 1.353 -4.876 0.00
H 2.404 -0.966 6.569 0.00
H -2.940 -1.552 -5.448 0.00
H -5.225 -5.829 1.180 0.00
H -3.958 -2.220 -7.653 0.00
H 0.033 -2.770 1.643 0.00
H 1.664 4.357 1.597 0.00
H 4.868 2.716 3.547 0.00
H 2.663 2.434 -3.066 0.00
H 2.674 -2.171 2.266 0.00
H -4.848 -7.556 1.028 0.00
H -5.954 1.162 4.857 0.00
H -5.133 -2.387 -6.347 0.00
H 1.922 -2.099 0.714 0.00
H -3.241 -7.020 -0.838 0.00
H 1.505 1.881 -1.865 0.00
H 3.814 1.861 1.907 0.00
H -1.509 -2.946 3.807 0.00
H -5.927 1.454 -3.575 0.00
H -5.940 0.494 -2.073 0.00
H -3.204 1.987 3.786 0.00
H 6.183 2.324 -4.870 0.00
H -2.999 -2.379 -0.950 0.00
H -1.222 -2.489 -0.847 0.00
H -0.634 -3.975 4.937 0.00
H -2.077 -3.189 -2.246 0.00
H 2.567 4.967 -6.992 0.00
H 0.158 0.983 2.527 0.00
H 0.210 0.701 -3.670 0.00
H -4.729 2.725 3.311 0.00
H -4.889 -6.530 -1.212 0.00
H 2.235 2.266 1.332 0.00
H 2.369 5.407 2.874 0.00
H -0.060 3.790 2.586 0.00
H -2.981 -0.222 -6.597 0.00
H -4.411 1.223 -2.643 0.00
H 0.996 3.030 -3.104 0.00
H 0.807 -2.195 4.495 0.00
H 3.073 -3.084 -2.236 0.00
H -4.164 2.850 4.989 0.00
H 4.080 5.661 -6.344 0.00
H 0.557 0.146 3.979 0.00
H 4.036 4.978 -8.002 0.00
H -5.477 -2.471 2.310 0.00
H -4.438 0.360 5.247 0.00
H -4.111 -2.415 1.166 0.00
H -0.147 -1.228 2.417 0.00
H 7.110 0.376 -6.169 0.00
H 3.971 -1.982 -3.312 0.00
H 3.367 4.641 1.664 0.00
H 0.183 1.014 5.818 0.00
H 7.467 2.804 -5.971 0.00
```

No. 2
A structure of composition C31H71Br3O15 in a non-equilibrium geometry. Source: OMol25; level of theory: ωB97M-V with the def2-TZVPD basis set.

Results
LUMO energy, eV: -0.27
Highest occupied orbital energy, eV: -9.30
Energy, Ha: -10073.9879
Orbital gap, eV: 9.03

```
120
Properties=species:S:1:pos:R:3:mulliken_charge:R:1
Br 2.936 -4.742 3.975 -0.03
Br 1.592 -1.806 4.366 0.06
Br -0.224 -4.463 3.932 -0.03
O 2.051 2.295 7.643 -0.32
O -1.636 -0.759 4.925 -0.29
O -8.499 -2.750 -4.701 -0.23
O 5.882 -0.283 -1.076 -0.35
O -2.191 2.884 -3.932 -0.54
O 10.211 -2.539 2.086 -0.41
O -0.578 1.051 0.505 -0.04
O -5.644 -2.958 -4.109 -0.42
O 1.215 -2.318 -3.046 -0.45
O -2.115 5.685 -3.040 -0.35
O 0.460 1.477 5.130 -0.19
O 7.713 -1.995 0.323 -0.18
O -3.317 -1.020 -6.040 -0.43
O -3.785 2.022 -1.286 -0.34
O 1.974 -0.397 -0.754 -0.11
C -9.898 -3.004 -4.801 -0.75
C -3.301 3.774 -3.824 -0.63
C 1.210 -0.100 -1.910 0.09
C -0.107 0.762 6.162 -0.34
C -6.704 -2.661 -3.246 -0.47
C -1.329 2.070 1.097 -0.64
C -2.052 -0.673 -5.422 -0.17
C 2.152 3.399 8.527 -0.79
C 5.631 -1.010 0.141 0.20
C -1.523 0.242 5.877 -0.68
C -3.869 -2.259 -5.605 -0.59
C 0.484 -1.277 -2.496 0.14
C 9.334 -1.664 2.785 -0.49
C 1.434 -3.767 4.649 -0.38
C 1.824 1.702 5.317 -0.35
C -3.164 4.835 -2.749 -0.35
C -4.790 -1.897 -4.451 -0.26
C -1.797 2.295 -2.689 -0.37
C 2.161 2.733 6.337 -0.82
C -2.904 1.450 -2.202 -0.62
C -1.780 6.582 -1.986 -0.65
C 5.232 0.955 -1.121 -0.36
C 1.297 -0.366 0.503 -0.54
C -5.021 1.403 -1.131 -0.90
C 1.968 -3.093 -2.131 -0.50
C 9.937 -2.751 0.694 -0.58
C 8.540 -3.127 0.439 -0.44
C -7.963 -3.441 -3.595 -0.57
C 6.364 -2.251 0.030 -0.68
C -1.549 -0.354 3.562 -0.20
C 0.797 0.975 0.904 -0.15
H -10.252 -2.224 -5.501 0.23
H -4.078 -1.569 -3.706 0.11
H 4.152 0.777 -0.914 -0.11
H -1.909 0.338 -5.817 0.25
H 5.927 -0.341 1.012 0.30
H -0.992 1.620 -2.964 0.09
H 10.178 -1.838 0.188 0.33
H 5.316 1.303 -2.145 0.27
H 6.206 -2.644 -0.983 0.23
H -1.569 -1.277 2.964 0.17
H 2.275 -4.018 -2.630 0.32
H 8.328 -2.106 2.979 0.18
H -5.403 -1.089 -4.751 0.47
H 2.122 -0.642 1.139 0.24
H -2.445 0.570 -1.716 0.46
H 1.419 -3.420 -1.253 0.29
H 0.483 -0.136 6.425 0.34
H -1.421 1.905 2.151 0.24
H -4.244 3.217 -3.734 0.24
H 1.438 1.747 0.438 0.30
H 1.143 3.808 8.755 0.30
H -4.058 5.441 -2.681 0.56
H -6.830 -1.578 -3.317 0.27
H 10.704 -3.433 0.332 0.37
H -1.525 6.024 -1.066 0.23
H 5.963 -2.946 0.783 0.35
H -1.249 -1.382 -5.675 0.38
H 8.127 -3.874 1.225 0.31
H -7.743 -4.510 -3.844 0.30
H -3.386 4.426 -4.668 0.51
H -3.347 1.080 -3.148 0.59
H -0.662 0.219 3.319 -0.16
H 9.814 -1.480 3.757 0.24
H -0.788 3.005 1.082 0.37
H -0.156 1.399 7.041 0.33
H -1.967 -0.188 6.829 0.30
H 3.142 3.180 6.110 0.49
H 2.677 4.304 8.150 0.33
H 1.472 -3.859 5.765 0.37
H 2.241 2.165 4.434 0.34
H -3.034 4.366 -1.778 0.16
H -10.108 -4.049 -5.139 0.28
H -5.578 1.936 -0.379 0.32
H -0.973 7.327 -2.224 0.25
H -2.662 7.167 -1.661 0.30
H 1.434 3.554 6.130 0.35
H 0.532 -1.159 0.584 0.22
H -2.282 2.262 0.616 0.01
H -0.153 -1.727 -1.699 0.35
H -0.152 -0.825 -3.250 -0.26
H 5.578 1.671 -0.345 0.31
H 4.544 -1.128 0.232 -0.11
H -10.438 -2.927 -3.854 0.33
H -6.410 -2.793 -2.196 0.44
H 2.605 3.062 9.494 0.24
H -1.460 3.016 -1.953 0.36
H 0.844 1.041 1.979 0.06
H -2.111 -0.668 -4.331 -0.17
H -4.330 -2.813 -6.420 0.37
H -2.187 1.101 5.534 0.32
H -8.644 -3.446 -2.728 0.39
H 0.429 0.629 -1.655 -0.39
H -2.381 0.315 3.277 0.43
H 1.809 0.415 -2.685 0.47
H 2.484 0.810 5.469 0.26
H 9.169 -0.708 2.241 0.25
H -3.137 -2.913 -5.103 0.28
H -4.996 0.363 -0.762 0.29
H -5.626 1.446 -2.028 0.32
H 8.645 -3.626 -0.561 0.31
H 2.823 -2.540 -1.736 0.06
```

No. 3
A cluster of 8 separate species, C31H71NO7P in total. Source: OMol25; level of theory: ωB97M-V with the def2-TZVPD basis set.

Results
Net charge: +1
LUMO energy, eV: -3.58
Highest occupied orbital energy, eV: -11.35
Energy, Ha: -2146.3075
Orbital gap, eV: 7.76

```
111
Properties=species:S:1:pos:R:3:mulliken_charge:R:1
P 2.305 3.594 -2.439 -0.14
O -1.750 -0.310 4.515 -0.50
O -4.870 -2.742 -6.708 -0.46
O 9.824 -0.485 1.330 -0.52
O -3.239 -2.689 -2.122 -0.50
O -4.378 1.761 1.266 -0.54
O 0.822 3.650 1.603 -0.43
O -4.742 -3.615 5.631 -0.44
N 4.803 4.563 -2.780 0.06
C -3.766 0.411 -0.657 -1.38
C 7.856 2.139 0.346 -0.69
C 6.733 5.889 -3.467 -1.38
C 9.746 -1.622 0.463 0.58
C -0.175 1.589 2.413 -0.89
C 1.922 4.883 -1.188 -0.91
C -3.407 -2.872 -3.530 0.57
C 11.135 -2.135 0.124 -1.38
C 6.875 3.814 -2.032 -0.48
C 0.757 3.297 4.004 -1.47
C 8.873 -2.705 1.075 -1.28
C -6.835 -1.363 -6.363 -1.25
C 4.122 3.546 -2.187 -0.05
C -2.909 -4.241 -3.962 -1.33
C -2.712 -1.756 -4.293 -1.18
C -3.155 -0.124 4.298 0.70
C -4.695 -4.632 6.633 0.37
C 4.853 2.618 -1.503 -0.07
C -4.847 -4.027 8.019 -1.27
C -5.861 -1.953 -7.371 0.39
C -6.573 -2.768 -8.438 -1.33
C 0.884 2.651 2.635 0.29
C -3.321 1.450 0.358 1.34
C -3.913 -0.299 5.603 -1.36
C 6.140 4.734 -2.729 0.29
C -3.662 -1.072 3.225 -1.15
C -2.810 2.719 -0.311 -1.34
C 1.749 2.101 -1.541 -0.89
C 6.248 2.738 -1.403 0.54
C 7.022 1.758 -0.616 -0.64
C -5.739 -5.703 6.364 -1.30
H 9.270 -1.242 -0.445 0.18
H -4.981 -0.127 5.459 0.38
H 1.877 2.208 2.534 0.30
H -0.062 1.138 1.424 0.27
H -5.826 -3.548 8.116 0.32
H -6.303 -0.778 -5.612 0.28
H -5.297 -1.147 -7.845 0.25
H -3.091 -0.784 -3.973 0.22
H 7.508 6.351 -2.856 0.39
H -3.779 -1.315 5.978 0.14
H -2.955 0.134 -1.331 0.26
H -7.568 -0.720 -6.851 0.41
H 11.641 -2.478 1.030 0.36
H -1.627 -1.213 4.828 0.32
H -3.256 0.905 3.947 0.20
H 2.418 1.256 -1.682 0.50
H 1.527 4.055 4.148 0.37
H -7.374 -2.163 -5.848 0.33
H 5.985 6.637 -3.723 0.37
H 1.622 2.310 -0.476 0.09
H -5.857 -3.175 -9.151 0.33
H 2.617 4.818 -0.350 0.37
H 4.260 5.232 -3.313 0.34
H -5.611 -3.199 5.675 0.32
H 0.924 4.686 -0.802 0.17
H -3.422 -5.028 -3.409 0.33
H -3.698 -5.067 6.535 0.23
H -1.838 -4.334 -3.762 0.38
H -5.100 2.131 0.747 0.33
H -3.525 -2.110 3.542 0.36
H -2.296 -2.738 -1.932 0.32
H -3.550 0.398 6.359 0.38
H -5.679 -6.508 7.096 0.38
H -1.635 -1.778 -4.095 0.38
H -5.606 -6.126 5.368 0.32
H 8.384 1.422 0.963 0.25
H 8.768 -3.555 0.400 0.38
H 8.022 3.193 0.548 0.28
H -2.873 -1.856 -5.366 0.36
H -6.743 -5.271 6.415 0.36
H 0.777 1.841 -1.960 0.35
H 7.879 -2.318 1.303 0.31
H -4.084 -3.268 8.194 0.31
H -4.483 -2.807 -3.697 0.10
H 7.202 5.527 -4.385 0.31
H 6.873 0.707 -0.842 0.41
H -5.323 -3.474 -6.274 0.31
H -2.527 1.030 0.975 -0.32
H 0.841 2.553 4.796 0.39
H -7.106 -3.605 -7.979 0.35
H -4.722 -0.907 3.030 0.36
H 11.088 -2.970 -0.575 0.37
H -0.043 4.070 1.671 0.31
H 10.245 -0.770 2.148 0.33
H -4.591 0.800 -1.261 0.38
H -1.968 2.505 -0.972 0.17
H 11.740 -1.344 -0.319 0.34
H -4.115 -0.492 -0.159 0.33
H 4.349 1.800 -1.010 0.56
H -1.171 2.038 2.464 0.13
H -3.117 -0.928 2.292 0.16
H -7.298 -2.161 -8.980 0.39
H -2.493 3.446 0.439 0.31
H -4.764 -4.788 8.795 0.42
H 1.985 5.884 -1.612 0.38
H -3.603 3.179 -0.907 0.47
H 9.316 -3.064 2.007 0.33
H -0.218 3.782 4.101 0.36
H -0.128 0.804 3.164 0.37
H -3.069 -4.397 -5.030 0.34
H 7.950 3.924 -1.978 0.55
```

No. 4
A cluster of 9 separate species, C31H72BF4N4O11 in total in a non-equilibrium geometry. Source: OMol25; level of theory: ωB97M-V with the def2-TZVPD basis set.

Results
Net charge: -2
Multiplicity: 2
LUMO energy (spin up / spin down), eV: 2.85 / 2.85
Highest occupied orbital energy (spin up / spin down), eV: 0.70 / -2.82
Energy, Ha: -2695.3188
Orbital gap (spin up / spin down), eV: 2.16 / 5.67

```
123
Properties=species:S:1:pos:R:3:lowdin_spin:R:1
F -0.277 -0.733 0.900 0.00
F 1.165 0.915 0.521 0.00
F -0.711 0.936 -0.683 0.00
F -0.783 1.394 1.547 0.00
O -0.622 -4.998 -1.461 0.00
O 0.904 -6.208 -0.531 0.00
O -3.306 -0.751 -5.670 0.00
O 4.289 -3.236 -0.140 0.00
O 4.051 0.972 -3.950 0.09
O 5.741 -2.457 1.278 0.00
O -5.679 1.461 3.382 0.00
O -1.593 -1.529 -4.798 0.00
O -0.620 3.882 -4.703 0.01
O -5.612 -0.385 1.243 0.00
O -4.702 2.928 4.673 0.00
N 2.330 -1.672 -3.343 0.00
N 0.899 4.301 -1.884 0.00
N -3.771 -2.276 -0.485 0.00
N 0.962 -0.337 4.597 0.00
C 1.071 -1.731 3.943 0.00
C 1.512 2.876 -1.925 0.04
C 4.305 -0.004 -2.960 0.02
C -1.076 -1.522 5.010 0.00
C 1.551 2.188 4.503 0.00
C 3.823 -1.163 1.039 0.00
C -0.605 -0.119 4.610 0.00
C -3.361 2.072 2.966 0.00
C 1.485 -0.425 6.042 0.00
C 4.656 -2.400 0.719 0.00
C -3.465 -1.274 0.728 0.00
C -2.361 -0.596 -4.913 0.00
C 1.704 -0.935 -4.520 0.00
C -3.803 -3.764 0.022 0.00
C 1.898 3.235 3.533 0.01
C 0.776 4.201 -4.510 0.04
C 1.519 5.066 -0.645 0.15
C -2.635 -1.983 -1.482 0.00
C 1.574 -1.129 -2.124 0.00
C -4.656 2.169 3.730 0.00
C 3.850 -1.467 -3.237 0.00
C -5.082 -1.928 -1.173 0.00
C -1.923 0.803 -4.470 0.00
C -4.565 -1.151 1.740 0.00
C -0.049 -2.532 4.489 0.00
C 0.338 -4.133 0.563 0.00
C 2.018 -3.144 -3.604 0.00
C 0.262 -5.163 -0.605 0.00
C 1.162 4.978 -3.226 0.14
C -0.627 4.271 -1.557 0.02
C 1.762 0.776 3.805 0.00
B -0.185 0.616 0.604 0.00
H 2.556 -0.627 6.020 0.00
H 0.966 -1.612 2.864 0.00
H -0.958 0.665 5.279 0.00
H 1.884 -1.775 -1.303 0.00
H 1.933 4.246 3.940 0.00
H 1.724 2.454 -0.942 0.01
H 0.365 -3.083 5.333 0.00
H 2.207 5.264 -3.098 0.11
H 2.756 -1.378 1.100 0.00
H 2.933 3.056 3.243 0.01
H 0.502 2.279 4.785 0.00
H -1.711 -2.061 -0.910 0.00
H -2.770 -3.769 0.370 0.00
H -1.150 3.684 -2.313 0.00
H 2.822 0.526 3.748 0.00
H 2.533 3.058 -2.260 0.05
H 1.555 0.123 -4.302 0.00
H -5.004 -0.853 -1.333 0.00
H 0.863 2.155 -2.422 0.00
H -1.356 -1.802 6.025 0.00
H -5.046 -2.524 -2.085 0.00
H 0.572 5.894 -3.269 0.03
H 4.216 -2.279 -2.608 0.00
H -0.477 3.379 -5.508 0.00
H -2.671 -0.967 -1.873 0.00
H -2.496 -1.473 1.186 0.00
H 1.301 4.456 0.232 0.01
H 2.097 -2.005 4.187 0.00
H -4.295 -0.714 2.702 0.00
H -2.493 -2.718 -2.275 0.00
H 1.233 0.444 6.650 0.00
H 2.237 -1.055 -5.463 0.00
H -2.704 1.553 -4.347 0.00
H -0.696 3.756 -0.599 0.00
H 1.105 -1.326 6.525 0.00
H 1.088 6.063 -0.559 0.03
H 2.370 -3.594 -2.676 0.00
H 0.500 -1.129 -2.311 0.00
H -1.974 -1.681 4.412 0.00
H -3.904 -4.444 -0.824 0.00
H -1.359 0.693 -3.544 0.00
H -3.547 1.464 2.080 0.00
H 1.278 0.800 2.829 0.00
H -3.252 -0.307 0.273 0.00
H -0.969 -0.046 3.585 0.00
H -5.815 0.255 1.929 0.00
H 4.225 -1.701 -4.233 0.00
H -3.153 3.068 2.575 0.00
H 1.303 3.255 -4.635 0.01
H 4.061 -0.743 2.016 0.00
H 0.259 -4.563 1.561 0.00
H 3.855 -0.335 0.331 0.00
H -4.577 -3.866 0.782 0.00
H 4.397 1.797 -3.602 0.05
H 0.933 -3.204 -3.687 0.00
H 0.726 -1.354 -4.757 0.00
H 1.104 4.720 -5.411 0.02
H 1.258 -3.550 0.592 0.00
H -0.541 -3.500 0.442 0.00
H 2.585 -3.451 -4.483 0.00
H -5.934 -2.233 -0.565 0.00
H -1.075 5.261 -1.479 0.01
H -0.414 -3.250 3.754 0.00
H -1.223 1.199 -5.205 0.00
H 2.587 5.217 -0.800 0.09
H 2.091 2.305 5.443 0.00
H 1.847 -0.116 -1.831 0.00
H 5.394 0.011 -3.008 0.00
H 1.277 3.169 2.639 0.00
H -2.497 1.665 3.491 0.00
H -4.929 -2.139 2.021 0.00
H 3.955 0.395 -2.008 0.01
```